[1]
35
Properties=species:S:1:pos:R:3 method="wB97M-V/def2-TZVPD" total_charge=0 s_squared=0.753 homo_ha="-0.40693 / -0.40692" e_above_lowest_kcal_mol=110.13 homo_lumo_gap_ev="10.552 / 5.626" multiplicity=2
O 0.873 0.289 -0.397
H 1.072 -3.515 -3.682
H -2.322 -1.507 1.004
O 0.092 1.853 1.449
H 0.479 2.404 2.046
H 0.616 1.472 0.620
O -3.215 1.919 0.887
H -2.553 1.893 0.224
O -1.597 -0.991 1.275
H -0.294 2.389 -0.225
H -1.578 -0.102 1.060
O 0.432 -3.582 -3.217
H 2.079 -1.282 1.501
H 2.837 2.549 0.006
O -4.358 -1.004 1.169
H 1.823 -0.703 -1.333
H 2.082 -0.170 -4.498
O -1.006 2.922 -0.680
H -0.840 3.823 -0.147
H -3.828 -0.157 1.215
O -1.574 -1.147 3.914
H -0.950 -1.809 4.396
H -1.456 -1.258 2.984
O 2.978 -1.198 1.976
H 3.515 -0.813 1.235
H 4.172 2.047 0.139
O 2.321 -1.357 -1.872
H 0.445 -0.229 0.165
H 0.778 -1.005 -3.945
O 1.323 -0.666 -4.710
H 1.505 -1.718 -2.455
H -4.544 -0.983 2.101
O 3.781 2.885 0.087
H -3.269 2.309 1.655
H -0.176 -3.025 -3.110

=====

[2]
37
Properties=species:S:1:pos:R:3 method="wB97M-V/def2-TZVPD" total_charge=0 homo_ha=-0.30208 e_above_lowest_kcal_mol=75.11 homo_lumo_gap_ev=8.738 smiles="Cc1cc(C(=O)CSc2nncs2)c(C)n1Cc1ccco1"
C -2.950 -1.065 -2.378
C -1.999 -1.253 -1.252
C -0.669 -1.543 -1.270
C -0.223 -1.612 0.083
C 1.113 -1.888 0.561
O 1.414 -2.042 1.728
C 2.192 -1.984 -0.514
S 2.355 -0.405 -1.409
C 3.424 0.437 -0.352
N 4.085 -0.083 0.627
N 4.855 0.782 1.260
C 4.809 1.969 0.790
S 3.735 2.158 -0.572
C -1.335 -1.353 0.881
C -1.429 -1.272 2.359
N -2.396 -1.149 0.063
C -3.724 -0.791 0.482
C -3.951 0.686 0.355
C -3.078 1.731 0.318
C -3.871 2.899 0.182
C -5.160 2.473 0.148
O -5.220 1.132 0.249
H -3.431 -0.089 -2.322
H -3.727 -1.831 -2.372
H -2.410 -1.132 -3.319
H -0.076 -1.689 -2.150
H 1.933 -2.728 -1.266
H 3.155 -2.206 -0.057
H 5.374 2.790 1.182
H -2.061 -2.069 2.754
H -0.434 -1.387 2.779
H -1.844 -0.314 2.671
H -4.462 -1.317 -0.132
H -3.866 -1.107 1.521
H -2.010 1.679 0.372
H -3.521 3.908 0.118
H -6.090 2.998 0.058